Record 1
The following is a DFT calculation (ωB97M-V with the def2-TZVPD basis set) of a single C4H10O molecule.

Geometry as ORCA input:
```
! wB97M-V def2-TZVPD RIJCOSX def2/J DEFGRID3
* xyz 0 1
H 2.09040 0.61194 -0.54793
C -1.68029 -0.89014 -0.11115
H 0.50535 2.05343 0.23038
H 2.51873 -1.15877 -0.56252
C -0.34549 1.33530 -0.12052
H -1.21522 1.97392 0.28154
C -0.46335 -0.09112 0.46627
H -0.33883 1.32374 -1.22750
H 2.28834 -0.36245 1.02424
H -0.21255 -0.05669 1.58597
H -1.38165 -1.93556 0.03325
H -2.74603 -0.81642 0.31283
H -1.58373 -0.75749 -1.24944
O 0.64297 -0.88090 -0.08842
C 1.92134 -0.34878 -0.02700
*
```

E_LUMO	0.0409	Ha
E	-6356.2352	eV
gap between HOMO and LUMO	10.81	eV
highest occupied orbital energy	-9.7	eV

---

Record 2
The following is a DFT calculation (ωB97M-V with the def2-TZVPD basis set) of a molecular structure, C41H91HgN5O3.

Geometry as ORCA input:
```
! wB97M-V def2-TZVPD RIJCOSX def2/J DEFGRID3
* xyz 5 2
C -1.20406 3.05313 4.03281
C -3.57557 -2.99690 -5.02698
H 10.92806 0.70814 2.47410
H -1.62348 4.96975 -5.86305
C -1.94808 -2.19671 -3.01308
H -0.01596 -2.73500 -3.51871
H -4.88185 3.56855 6.10349
C -4.29167 3.95284 -2.80971
H 1.31799 -6.91623 1.13857
H 3.86978 -1.70778 -2.62865
H -2.16009 -3.23877 -2.77380
H 2.42285 -5.51272 2.48773
H -1.92752 4.44119 -0.20829
H 2.50983 -0.58744 -2.58026
C 8.31096 0.40248 3.33662
H 8.16902 1.48155 3.27692
H -0.71568 3.08565 5.00673
C 2.05830 -5.88844 -0.54969
H 3.38986 -3.85915 -1.78475
H -6.31881 3.23909 2.94466
H -3.55196 -4.33851 -8.23346
H 10.58469 -0.03777 0.86005
H -5.05905 4.49194 4.61827
H -3.38182 6.70486 -4.24716
H 6.28749 0.25255 5.43720
C 3.26840 -1.07953 -1.97157
H -3.24170 1.28925 3.89908
C 3.10454 -5.76093 1.67424
H 7.18554 -2.31029 2.87864
N -5.14828 2.34397 4.50767
H 4.27647 -4.62454 0.48801
C -1.73933 2.48511 0.52547
C -2.26991 5.54160 -2.79041
H 4.08166 -5.97776 2.10589
H 6.35219 1.52862 4.26580
H 0.18103 -3.89950 -0.36398
C -2.79609 3.35292 4.14356
H 1.82815 -3.38333 -2.22876
H -4.46690 -3.00138 -4.39960
C 5.94288 0.53389 4.44212
C -2.23921 3.75238 -4.33962
H -6.80075 1.52887 5.59321
H -0.94854 3.27796 -1.95772
H -2.87126 0.09763 -3.45725
H -1.86809 -0.83618 -6.11304
H -4.77329 4.14959 -1.85188
C 10.19171 0.55674 1.68481
H -3.40447 5.13963 -5.60158
H 0.64883 -4.70832 1.33163
O -0.21338 -1.07422 2.12045
H 2.78374 -5.97565 -1.35854
H -4.81913 2.45146 2.37165
C 6.10671 0.01016 2.20754
C -4.10906 -4.12600 -7.32100
H -0.76200 0.12478 -4.21306
H -2.96880 4.14616 4.87093
H -2.34084 -1.69888 -2.12651
C -5.67452 2.36526 3.04171
O 0.36516 0.00488 0.27222
H -2.82595 2.92602 -4.74083
H 1.10422 -3.07119 0.95333
H -5.43836 0.83530 6.09138
C 6.93700 -1.71282 3.75576
C -5.90717 1.09680 5.14272
C 2.80786 -2.01741 -0.82564
H -3.00053 5.96278 -2.09983
C -0.52025 -0.91909 -4.41303
C -1.55015 -1.56910 -5.37152
C -3.93826 -2.78559 -6.55551
H -5.43484 -0.69701 4.07052
N 2.16754 -4.34682 -0.16325
H -6.54964 3.77216 5.33820
H 4.03090 1.43607 3.78694
N -2.71871 4.03443 -2.88833
H 8.36245 -0.58803 1.42012
C -2.35504 3.45854 -0.40763
H 3.85109 -0.25041 1.94299
H -3.08877 3.86675 3.22792
H 4.50516 -1.36155 2.85413
H -2.34636 2.10881 -2.16735
C 0.83080 -4.02500 0.50213
H -3.78196 -0.21264 -5.01436
H 2.62711 -7.66058 0.48284
N 6.86575 -0.17807 3.48959
C 3.28646 -4.45602 0.91179
H -1.21875 -2.49609 -5.83946
H -4.90865 4.44848 -3.55922
H 9.36249 -1.35689 2.53938
C 4.66162 -0.29864 2.67018
C 2.47841 -3.44260 -1.35598
H 1.81250 -1.67713 -0.54006
H 3.37394 -1.88638 0.09658
H -1.25851 5.48045 -2.38863
H -1.69597 1.45145 0.18230
C -3.57104 2.15110 4.47946
Hg 0.36747 -0.52143 4.36022
H -2.30498 2.27319 1.43279
H 6.03834 -1.95214 4.32431
C 4.50334 0.48237 4.02220
C -6.24928 0.94456 2.73914
H -0.66288 3.78962 3.43882
H -1.18989 3.45915 -4.37146
H 6.36208 1.03180 1.92620
H -0.07259 -1.34932 -2.30125
H -3.34252 -2.04415 -7.08791
C -3.53667 -0.56381 -4.01206
C 2.28897 -6.65181 0.71979
H -3.36198 1.82341 5.49781
H 0.82873 0.84395 0.22046
H 3.22666 -3.59479 1.57721
H 9.85127 1.49641 1.24983
C -2.40961 6.21534 -4.19003
H -5.80229 0.40985 1.90106
H -4.80916 -2.13776 -6.45566
H -1.02590 2.08118 3.57273
H 0.49466 -0.93637 -4.81022
H -4.38533 2.87316 -2.92641
H 1.12076 -6.07554 -1.07322
C -2.42977 5.01157 -5.13076
H 3.89076 -0.34550 -1.45973
H -4.45433 -0.74423 -3.45221
H -0.78466 2.93077 0.80493
C -2.01496 3.09132 -1.83126
N -2.66843 -1.88165 -4.32473
C -0.45494 -1.78117 -3.22613
H 3.72446 -0.08000 4.53715
H 6.33432 -0.67900 1.39430
C 0.48870 -0.23300 1.58493
O 1.08562 0.49316 2.37103
C -5.47458 3.66479 5.19382
H 7.61502 -1.92633 4.58208
H -1.60644 6.89964 -4.46346
H -7.27092 1.11180 2.39799
H -3.44023 3.51431 -0.32185
C -6.13409 0.13213 3.96241
H -7.10995 -0.32826 4.11687
C 9.04172 -0.35876 2.24118
H -5.16832 -4.22206 -7.55945
H -3.83280 -5.09047 -6.89488
H -3.17338 -4.00691 -4.94810
H 8.89693 0.35027 4.25422
*
```

E_LUMO (alpha / beta)	-0.3581 / -0.4617	Ha
E	-61707.8208	eV
gap between HOMO and LUMO (alpha / beta)	9.43 / 7.32	eV
highest occupied orbital energy (alpha / beta)	-19.2 / -19.9	eV